{
  "formula": "C28H44BrCuN3P2",
  "method": "the ωB97M-V functional and the def2-TZVPD basis",
  "symbols": ["N", "C", "C", "C", "C", "C", "C", "Cu", "P", "C", "C", "C", "C", "C", "C", "C", "Br", "H", "H", "H", "H", "H", "H", "H", "H", "H", "H", "P", "C", "C", "H", "H", "H", "H", "H", "C", "C", "H", "H", "H", "H", "H", "C", "C", "H", "H", "H", "H", "H", "C", "C", "H", "H", "H", "H", "H", "C", "C", "H", "H", "H", "H", "H", "C", "C", "H", "H", "H", "H", "H", "N", "C", "C", "N", "C", "H", "H", "H", "H"],
  "positions_angstrom": [[1.0083, 6.8747, -0.0814], [1.9505, 5.9744, -0.3650], [1.6564, 4.6137, -0.5965], [0.3100, 4.1942, -0.6112], [-0.6769, 5.1537, -0.3092], [-0.2621, 6.4700, 0.0036], [-0.0130, 2.8467, -1.1183], [-0.8998, 1.2392, -0.4642], [-1.9532, -0.9697, -1.2541], [-1.2610, 2.6031, -1.8462], [-1.1961, 2.2345, -3.2934], [-2.3758, 2.2491, -4.0839], [-2.4083, 1.6372, -5.3343], [-1.2453, 1.0552, -5.8614], [-0.0443, 1.1902, -5.1600], [0.0000, 1.7312, -3.8642], [-1.3012, 0.1513, -7.4524], [0.9354, 2.3742, -1.4473], [-2.1453, 3.2183, -1.6171], [2.4522, 3.8964, -0.8091], [-1.7420, 4.8909, -0.3888], [2.9952, 6.3379, -0.4223], [-1.0165, 7.2053, 0.3080], [-3.2861, 2.6871, -3.6665], [0.9282, 1.6791, -3.2832], [-3.3063, 1.6297, -5.9340], [0.8837, 0.8841, -5.6362], [-1.7773, 1.4037, 1.7606], [-1.1489, -1.1047, -2.8797], [-1.8697, -1.8842, -3.9819], [-0.1263, -1.4807, -2.7225], [-1.0777, -0.0603, -3.1955], [-1.2485, -1.9162, -4.8902], [-2.0794, -2.9098, -3.6596], [-2.8163, -1.3950, -4.2463], [-3.3582, 0.1628, -1.4557], [-4.6980, -0.5395, -1.6980], [-3.0948, 0.8376, -2.2847], [-3.3754, 0.7840, -0.5435], [-5.5131, 0.1930, -1.7850], [-4.6656, -1.1148, -2.6304], [-4.9049, -1.2298, -0.8707], [-0.8624, -1.5676, -0.0033], [-0.6797, -3.0164, 0.4089], [-1.0472, -0.9457, 0.8858], [0.0975, -1.2189, -0.4045], [-0.2769, -3.0306, 1.4278], [-1.6117, -3.5723, 0.3873], [0.0474, -3.5028, -0.2451], [-1.4922, 0.0354, 2.9757], [-1.7233, 0.3491, 4.4498], [-0.4542, -0.2754, 2.7934], [-2.1484, -0.7880, 2.6488], [-0.9719, 1.0485, 4.8441], [-2.7235, 0.7701, 4.6276], [-1.6412, -0.5812, 5.0327], [-3.6529, 1.4241, 1.7750], [-4.1807, 2.6695, 1.0733], [-4.0323, 1.3351, 2.8057], [-3.9719, 0.4955, 1.2763], [-4.0468, 3.5358, 1.7393], [-3.6569, 2.8557, 0.1229], [-5.2504, 2.5795, 0.8322], [-1.2791, 2.9419, 2.7224], [0.1707, 3.1727, 3.1858], [-1.9472, 2.9736, 3.6125], [-1.5596, 3.7847, 2.0619], [0.1960, 4.0455, 3.8670], [0.5953, 2.3269, 3.7501], [0.8602, 3.4319, 2.3657], [3.1111, -0.4447, 0.0438], [3.1021, 0.0169, 1.3480], [1.8659, 0.5775, 1.5459], [1.1319, 0.5070, 0.3640], [1.9153, -0.1312, -0.5154], [3.8455, -0.9679, -0.4220], [3.9239, -0.1290, 2.0301], [1.4663, 0.9685, 2.4699], [1.6513, -0.4613, -1.5224]],
  "s_squared": 0.76,
  "spin_multiplicity": 2,
  "charge": 2,
  "e_homo_ha": [-0.49390, -0.49277],
  "mol_weight_g_mol": 628.08,
  "gap_ev": [6.7, 4.8]
}